{"formula": "C32H79N9O7", "method": "ωB97M-V/def2-TZVPD", "smiles": "CC1(C)CCCC(C)(C)N1O.CC1(C)CCCC(C)(C)N1O.COC[C@H](C)N.COC[C@H](C)N.COC[C@H](C)N.NC(N)=O.NC(N)=O", "gap_ev": 8.120, "de_lowest_kj_mol": 626.0, "homo_ev": -7.83, "e_lumo_ev": 0.2942, "symbols": ["C", "C", "C", "C", "C", "C", "N", "O", "C", "C", "C", "H", "H", "H", "H", "H", "H", "H", "H", "H", "H", "H", "H", "H", "H", "H", "H", "H", "H", "H", "C", "C", "C", "C", "C", "C", "N", "O", "C", "C", "C", "H", "H", "H", "H", "H", "H", "H", "H", "H", "H", "H", "H", "H", "H", "H", "H", "H", "H", "H", "C", "O", "N", "N", "H", "H", "H", "H", "C", "O", "N", "N", "H", "H", "H", "H", "C", "C", "C", "O", "C", "N", "H", "H", "H", "H", "H", "H", "H", "H", "H", "H", "H", "C", "C", "C", "O", "C", "N", "H", "H", "H", "H", "H", "H", "H", "H", "H", "H", "H", "C", "C", "C", "O", "C", "N", "H", "H", "H", "H", "H", "H", "H", "H", "H", "H", "H"], "coordinates": [[-0.53276, 2.50344, 5.23134], [-0.75517, 1.86659, 3.79991], [0.79114, 1.57038, 3.39964], [1.48587, 0.32029, 3.92646], [0.53755, -0.93243, 3.76653], [-0.88911, -0.65534, 4.25814], [-1.51119, 0.59863, 3.73914], [-2.77097, 0.75963, 4.26022], [-1.76726, -1.74648, 3.60169], [-0.85038, -0.75087, 5.78276], [-1.26994, 2.92384, 2.77032], [-0.13031, 1.81575, 5.97512], [-1.56592, 2.63154, 5.55424], [0.00346, 3.45025, 5.29555], [1.02497, 1.78483, 2.35683], [1.35827, 2.43218, 3.75144], [1.92350, 0.53345, 4.90172], [2.34426, 0.09740, 3.29275], [1.01688, -1.78787, 4.24251], [0.54445, -1.05224, 2.68316], [-2.78412, -1.64705, 3.98144], [-1.74747, -1.91367, 2.52477], [-1.35565, -2.64562, 4.06019], [-1.59821, -0.11054, 6.25055], [-1.26446, -1.69757, 6.12972], [0.11217, -0.51933, 6.23881], [-2.32772, 2.97733, 2.51272], [-0.97423, 2.74889, 1.73589], [-0.84631, 3.89228, 3.03634], [-3.31944, 0.26853, 3.64410], [-0.30399, 5.09799, -6.82689], [0.73625, 4.03019, -7.23376], [2.06829, 4.27262, -6.42017], [2.06278, 3.75076, -5.04950], [1.60841, 2.21870, -5.03486], [0.27574, 1.99812, -5.73679], [0.34739, 2.61457, -7.02261], [-0.80045, 2.35689, -7.69758], [0.20017, 0.45543, -5.97618], [-0.97492, 2.40406, -4.83316], [1.14362, 4.30573, -8.71769], [-0.03426, 6.10086, -7.15795], [-0.62742, 5.12184, -5.78626], [-1.27589, 4.81291, -7.22969], [2.97108, 3.84240, -6.85375], [2.18197, 5.35564, -6.46741], [1.39575, 4.32485, -4.40639], [3.09070, 3.67611, -4.69468], [1.62780, 1.98457, -3.97048], [2.32178, 1.53987, -5.50219], [0.73276, -0.13968, -5.23437], [-0.84145, 0.13841, -5.92485], [0.52396, -0.02825, -6.89776], [-1.85785, 2.39949, -5.47231], [-1.37815, 1.67681, -4.12844], [-0.87036, 3.40152, -4.40627], [1.78847, 5.16969, -8.87849], [0.19468, 4.51169, -9.21284], [1.58800, 3.42743, -9.18589], [-0.58489, 2.15679, -8.61142], [1.05627, -7.69621, 0.79893], [1.39432, -6.59998, 0.48182], [0.52862, -7.88744, 1.94117], [1.21436, -8.75401, 0.11418], [0.54085, -7.04554, 2.49898], [-0.04896, -8.70054, 2.10041], [0.72585, -9.61578, 0.31120], [1.25874, -8.52227, -0.86787], [1.93142, -4.75811, 3.68491], [2.21717, -4.49396, 4.86261], [0.99285, -4.22011, 2.91519], [2.76674, -5.39511, 3.00918], [0.40058, -3.58000, 3.42467], [0.88256, -4.38795, 1.92536], [3.52429, -5.77515, 3.55853], [2.54512, -5.68422, 2.06716], [6.21009, 1.65902, 1.90866], [5.82620, 1.31061, 0.44686], [4.88199, 0.10445, 0.37127], [5.38064, -1.05114, 1.08257], [4.52154, -2.14967, 0.94668], [5.30097, 2.39706, -0.30304], [6.68218, 0.75591, 2.29545], [5.43282, 2.02158, 2.58134], [7.05556, 2.34099, 1.99913], [6.76611, 0.97841, 0.00605], [4.67282, -0.18279, -0.65919], [3.90460, 0.28380, 0.81920], [4.44508, -2.58114, -0.05136], [3.56594, -1.99158, 1.44662], [4.95325, -2.95809, 1.53675], [4.65056, 2.29867, -1.06945], [5.91937, 3.04882, -0.76445], [-4.80169, 1.49817, 0.68724], [-5.24160, 0.72641, 1.86373], [-6.69524, 0.04681, 1.64935], [-7.05412, -0.46365, 2.88374], [-8.47557, -0.63585, 3.09976], [-4.20352, -0.29374, 2.00143], [-5.28326, 2.47472, 0.73756], [-5.15152, 1.03979, -0.23775], [-3.73903, 1.71650, 0.58155], [-5.20885, 1.16665, 2.86033], [-6.82037, -0.57793, 0.76496], [-7.39041, 0.79557, 1.26960], [-8.67946, -1.47816, 3.76085], [-9.00877, -0.69693, 2.15104], [-8.79200, 0.18630, 3.74167], [-4.54426, -0.94941, 2.68998], [-4.08031, -0.77542, 1.12228], [0.81061, 0.37700, -1.17264], [-0.70275, 0.01164, -1.01951], [-1.09008, -1.40644, -0.38208], [-0.16746, -2.36279, -0.81214], [-0.29882, -3.67038, -0.36379], [-1.18773, 1.00678, -0.04945], [0.75602, 1.30877, -1.73559], [1.30206, -0.42077, -1.72955], [1.14489, 0.52596, -0.14591], [-1.11477, 0.14071, -2.02035], [-2.07907, -1.74977, -0.68560], [-0.96664, -1.31722, 0.69722], [-0.89826, -3.63328, 0.54581], [0.64999, -4.19180, -0.23733], [-0.97276, -4.18797, -1.04643], [-1.91507, 0.57863, 0.50531], [-0.39281, 1.34822, 0.47173]], "forces_ev_per_a": [[-2.3734, -0.8000, -0.1270], [3.0250, -0.0862, -0.2905], [-0.3295, 1.0727, -0.3489], [-0.7408, -0.6136, -0.4719], [0.9523, 2.4646, -0.2546], [-0.1236, -0.1715, -0.8365], [2.7740, 0.7842, -1.1013], [-0.7592, 0.3946, 1.3061], [0.3314, -0.8539, 1.8482], [-1.4765, 0.0151, 0.6517], [0.1527, -0.3773, -0.2436], [0.3586, -0.1505, -0.3768], [-0.0841, 0.5870, 0.5417], [-0.0677, -0.1052, -0.4978], [-0.6791, -0.9417, -0.7001], [-0.1363, 0.1553, 0.6815], [-0.4417, -0.4472, 0.3479], [0.1741, 0.1565, -0.0419], [-0.3917, -0.1079, 0.1053], [-0.2264, -0.4400, -0.1664], [-0.0527, -0.2394, -0.2199], [0.1446, 0.7379, 0.0812], [-0.3531, -0.5437, -0.0481], [0.0749, 0.5884, -0.2568], [0.7234, -0.5262, -0.0762], [0.0050, -0.2642, -0.1888], [-0.4546, 0.1002, 1.3207], [0.9135, -0.4000, 0.1833], [-0.3622, 0.1348, 0.0492], [-0.2386, 0.1366, -0.6926], [-0.9794, -0.8179, 0.1290], [2.2255, 0.5575, 1.0927], [-0.6152, 0.4862, -1.2568], [-0.4208, -2.3575, 0.7137], [0.3612, 2.0295, 0.2927], [-0.2373, -1.7428, 1.7219], [2.0634, 1.6230, -0.8114], [-2.5955, -0.3206, -0.9891], [-1.1311, -0.7813, 0.2853], [-0.0966, -0.0223, -1.4017], [-1.4995, -0.7108, 0.3075], [0.0397, -0.1127, -0.0190], [0.9297, 0.0605, 0.4323], [0.0363, 0.1492, -0.8208], [-0.2880, -0.1135, -0.8775], [0.2945, 0.1316, 0.2037], [0.2334, -0.0633, 0.3474], [-0.0808, 0.6838, 0.5128], [-0.6059, -0.4961, -0.0307], [0.3755, 0.4096, -0.1851], [-0.0299, 0.3906, 0.5211], [-0.1575, -0.0394, 0.1571], [0.4054, 1.0097, -0.4999], [0.0679, 0.5699, -0.5725], [1.1326, -0.1605, 0.5889], [0.0129, -0.1887, 0.2211], [-0.0011, -0.0397, 0.4344], [0.0736, 0.0520, -0.5459], [0.1504, -0.0232, 0.1368], [0.3439, -0.1821, -0.0368], [-0.1380, 1.4542, 0.9052], [1.7385, 3.8976, -1.8402], [-2.2969, -0.4982, 5.0637], [0.6922, -4.4116, -5.0886], [-0.6655, -0.4898, 0.5169], [0.1605, 0.4868, 0.6251], [0.1678, 0.2358, 0.1349], [0.3413, -0.5037, -0.1592], [-0.2843, 3.5050, 3.3705], [-1.7461, 0.2274, 0.2814], [-3.0208, 1.3529, 0.5549], [4.7710, -4.7286, -3.4814], [-0.2510, -0.0851, -0.6713], [0.0559, 0.0338, 0.3429], [0.0083, -0.2026, -0.5658], [0.4782, -0.3108, -0.0613], [0.6164, -0.4703, -0.2416], [0.6820, -0.9228, 0.6666], [-0.3273, -0.8108, 0.7258], [0.3379, 0.9342, -0.8232], [0.4752, -0.8966, 1.0910], [-1.1245, 2.1748, -1.0496], [-0.4875, -0.2887, 0.3396], [-0.2735, -0.1980, -0.2927], [-0.1796, 0.5319, -0.5438], [0.2351, -0.2995, -0.1229], [0.2457, 0.0894, -0.3585], [-0.2447, 0.6728, 0.0748], [-0.2836, 0.5353, -0.3830], [-0.4636, 0.3197, -0.4511], [0.2833, 0.0071, 0.1005], [-0.5270, -1.2525, 0.4432], [0.9278, -0.1400, 0.8549], [-0.8338, 2.2438, -0.7728], [-0.4855, -2.7727, -0.2886], [1.0667, 2.4525, -0.2603], [-0.9688, -1.1638, 0.4299], [0.9417, 0.4823, 0.6064], [-0.1739, -0.5636, 0.6664], [-0.0918, 0.2315, -0.3419], [0.0594, -0.1856, -0.0781], [0.0190, -0.3551, 0.3754], [-0.5892, 0.8863, -0.3568], [0.9840, -1.3108, 0.1664], [-0.2888, 1.0165, 0.7403], [0.3663, -0.5298, -0.5262], [-0.1396, -0.0166, 0.1966], [-0.3339, 0.5096, -0.5333], [0.0387, -0.6848, -0.0541], [0.0737, -0.3008, -0.0589], [-1.8644, -1.1581, -0.0924], [0.4346, -0.3763, 1.3790], [1.6421, 0.6244, -0.9983], [1.8013, 0.4060, -1.1149], [-1.6723, 0.2086, 0.2173], [-0.6804, 0.0456, -1.4974], [0.5407, 0.0593, 0.1178], [0.4192, 0.2607, 0.2040], [0.8088, -0.1156, -0.2752], [-0.5556, -0.1509, 0.0935], [-0.5234, 0.3854, 0.1864], [-0.4529, 0.1618, 0.2105], [0.3147, -0.3626, 0.7244], [-0.0526, 0.1840, -0.1502], [0.2578, -0.5960, -0.3205], [0.2106, 0.4857, 0.6854], [-0.5208, -0.1904, 0.5339]]}